one:
The following is a quantum chemistry calculation of C18H20N2O5 in the gas phase, from OMol25.

The geometry in XYZ format:
```
45
Properties=species:S:1:pos:R:3:nbo_charge:R:1
N -2.18694 1.65900 0.17346 -0.812
C -0.79493 1.29754 0.29906 -0.125
C -0.19843 1.75022 1.67823 -0.409
C -0.91712 1.07135 2.82074 -0.077
C -0.55591 -0.18921 3.32589 -0.192
C -1.34716 -0.82948 4.25238 -0.251
C -2.52403 -0.25222 4.74918 0.300
O -3.25432 -1.04733 5.58614 -0.661
C -2.80071 1.06933 4.36378 -0.286
C -2.01216 1.66987 3.36867 -0.202
C -0.47030 -0.19792 0.07708 0.677
O -1.33785 -1.02740 0.18426 -0.591
N 0.84304 -0.47513 -0.21215 -0.676
C 1.20418 -1.77975 -0.67880 -0.165
C 2.30290 -1.67032 -1.74211 -0.427
C 1.81553 -0.77803 -2.81057 -0.082
C 2.45925 0.47211 -3.07281 -0.179
C 2.14484 1.34521 -4.13995 -0.282
C 1.09787 0.96752 -4.99334 0.320
O 0.76068 1.72337 -6.01808 -0.648
C 0.40345 -0.21026 -4.73050 -0.300
C 0.82903 -1.08339 -3.76371 -0.165
C 1.61588 -2.59922 0.54503 0.783
O 1.69957 -3.80939 0.56828 -0.553
O 1.86152 -1.87264 1.71087 -0.687
H -2.73078 1.06336 0.79560 0.374
H -2.43912 1.38207 -0.77066 0.360
H -0.27132 1.88489 -0.43168 0.194
H 0.87753 1.61078 1.66687 0.208
H -0.38964 2.86721 1.78876 0.227
H 0.36234 -0.80550 2.99162 0.227
H -0.94892 -1.79504 4.57353 0.227
H -4.12217 -0.64954 5.72948 0.479
H -3.63811 1.55819 4.83742 0.209
H -2.30122 2.62416 2.99640 0.216
H 1.34744 0.31887 -0.63787 0.413
H 0.32088 -2.28334 -1.12073 0.253
H 2.46632 -2.68941 -2.15853 0.249
H 3.25772 -1.32135 -1.31413 0.224
H 3.25355 0.78875 -2.36890 0.203
H 2.63389 2.27939 -4.26352 0.230
H -0.10221 1.49041 -6.33389 0.483
H -0.47389 -0.50603 -5.28043 0.214
H 0.43922 -2.08214 -3.71901 0.211
H 1.82057 -0.93957 1.47863 0.491
```

Computed properties:
Orbital gap   0.325 Ha
Structure (SMILES)   N[C@@H](Cc1ccc(O)cc1)C(=O)N[C@@H](Cc1ccc(O)cc1)C(=O)O
Net charge   0


two:
The following is a quantum chemistry calculation of C18H20N2O5 in the gas phase, from OMol25.

The geometry in XYZ format:
```
45
Properties=species:S:1:pos:R:3:nbo_charge:R:1
C 4.36979 3.26593 -0.44656 -0.261
O 3.59193 2.43203 0.40368 -0.506
C 2.36622 2.13410 -0.02759 0.797
O 1.90664 2.51011 -1.07346 -0.604
C 1.62227 1.24269 0.96608 -0.143
C 2.24716 -0.16156 0.98271 -0.439
C 1.52290 -1.03538 1.96754 0.079
C 1.87663 -1.02571 3.31034 -0.244
C 1.18771 -1.80241 4.22464 -0.204
C 0.13292 -2.59524 3.80568 -0.224
C -0.22793 -2.60720 2.46921 -0.195
C 0.46250 -1.83171 1.55431 -0.248
N 0.23852 1.16488 0.58183 -0.650
C -0.61482 2.17662 0.82779 0.698
O -0.38103 3.09668 1.58372 -0.628
C -1.93760 2.02785 0.07986 -0.513
C -1.71876 1.96602 -1.44664 -0.236
N -2.27983 0.77094 -2.04223 -0.587
C -1.67368 -0.43097 -1.99471 0.646
O -0.58484 -0.62659 -1.47043 -0.657
C -2.42185 -1.51960 -2.63603 0.141
C -2.09353 -2.84401 -2.77373 -0.224
C -3.16475 -3.44482 -3.46808 -0.318
C -4.06489 -2.44889 -3.70154 0.118
O -3.63052 -1.28326 -3.20497 -0.400
H 4.51333 2.78756 -1.41750 0.192
H 5.32296 3.40787 0.05575 0.196
H 3.86742 4.22334 -0.59602 0.196
H 1.68638 1.70827 1.95635 0.247
H 2.16623 -0.58475 -0.02063 0.220
H 3.30087 -0.06967 1.24964 0.230
H 2.69870 -0.40657 3.64077 0.208
H 1.47332 -1.78868 5.26644 0.211
H -0.40585 -3.20151 4.51925 0.211
H -1.05140 -3.22375 2.13807 0.208
H 0.17766 -1.84169 0.51258 0.227
H 0.01321 0.49019 -0.14958 0.439
H -2.57773 2.86583 0.35305 0.235
H -2.41271 1.10534 0.41953 0.229
H -2.17922 2.82611 -1.93273 0.215
H -0.64707 1.98312 -1.66838 0.243
H -3.20807 0.81750 -2.43154 0.409
H -1.19769 -3.31008 -2.41965 0.243
H -3.25367 -4.47249 -3.75344 0.235
H -5.01783 -2.44642 -4.19337 0.208
```

Computed properties:
Orbital gap   0.350 Ha
Structure (SMILES)   COC(=O)[C@H](Cc1ccccc1)NC(=O)CCNC(=O)c1ccco1
Net charge   0


Stability check: which of them is least stable? one.


one:
The following is a quantum chemistry calculation of 2 unconnected molecules or ions with the total composition C5H11N3O2S, from OMol25.

The geometry in XYZ format:
```
22
Properties=species:S:1:pos:R:3:nbo_charge:R:1
C -2.30077 0.13459 -0.74198 -0.348
C -1.95458 -1.20928 -0.58557 -0.025
C -1.42979 0.97504 -0.11793 0.189
C -1.42451 2.45686 0.07706 -0.667
C -0.13266 -2.39672 0.72488 -0.413
N -0.38927 -0.00765 0.55635 -0.378
N -0.81696 -1.24372 0.13145 -0.142
N 3.59794 -0.13822 -0.20503 -1.074
O 1.60045 -0.08603 -1.40328 -0.971
O 1.88798 1.63485 0.36122 -0.916
S 1.93889 -0.04072 0.01299 1.659
H -3.22274 0.21223 -1.35428 0.232
H -2.38093 -2.19707 -0.80252 0.220
H -2.25705 2.78252 -0.39659 0.225
H -0.58654 2.82523 -0.41849 0.246
H -1.64663 2.57672 1.14406 0.234
H 0.39578 -2.24180 1.60650 0.230
H -0.97489 -3.23736 0.80289 0.214
H 0.70485 -2.68509 -0.03044 0.224
H 1.12104 1.80323 1.02064 0.494
H 3.95565 0.41481 -0.90513 0.381
H 4.31474 -0.33242 0.52319 0.385
```

Computed properties:
Orbital gap   0.340 Ha
Net charge   0


two:
The following is a quantum chemistry calculation of C5H11N3O2S in the gas phase, from OMol25.

The geometry in XYZ format:
```
22
Properties=species:S:1:pos:R:3:nbo_charge:R:1
H -0.33489 3.70877 0.13456 0.360
N -0.05872 2.78419 0.36051 -0.658
C -0.87347 1.86132 0.07729 0.463
C -2.30511 1.91327 -0.53663 -0.665
N -0.60330 0.46304 0.08322 -0.597
N -0.15585 -0.71295 1.00224 -0.434
C 1.14532 -1.27641 0.52202 -0.065
C 2.38773 -0.45924 0.83126 -0.616
C 1.27612 -1.86337 -0.93878 -0.639
S -1.59984 -0.79260 0.14658 2.411
O -1.73506 -1.45037 -1.10113 -0.898
O -2.71641 -0.83889 0.96606 -0.889
H -2.50827 0.98459 -0.97217 0.208
H -2.26965 2.64916 -1.37816 0.234
H -2.90106 2.11445 0.31555 0.245
H 1.11869 -2.08875 1.16924 0.202
H 2.98110 -1.09565 1.68080 0.210
H 3.04839 -0.34253 0.06950 0.216
H 2.14063 0.41300 1.45811 0.242
H 2.26613 -2.35097 -1.16013 0.224
H 1.27222 -1.04594 -1.64367 0.217
H 0.42529 -2.57411 -1.08625 0.230
```

Computed properties:
Orbital gap   0.390 Ha
Structure (SMILES)   [H]/N=C(\C)N1N(C(C)C)S1(=O)=O
Net charge   0


Stability check: which of them is least stable? two.


one:
The following is a quantum chemistry calculation of 2 unconnected molecules or ions with the total composition HI2OP, from OMol25.

The geometry in XYZ format:
```
5
Properties=species:S:1:pos:R:3:nbo_charge:R:1
O -1.25403 0.69636 1.20458 -0.975
P -2.45160 0.96544 0.44214 1.214
I -1.84042 0.74553 -1.93193 -0.239
I 3.03679 -0.89166 -0.48130 -0.083
H 2.50926 -1.51566 0.76651 0.083
```

Computed properties:
Orbital gap   0.314 Ha
Structure (SMILES)   O=PI.I
Net charge   0


two:
The following is a quantum chemistry calculation of HI2OP in the gas phase, from OMol25.

The geometry in XYZ format:
```
5
Properties=species:S:1:pos:R:3:nbo_charge:R:1
O 0.61932 -0.64719 -0.15831 -1.036
P 1.70619 -0.29967 0.97684 0.897
I 2.92193 2.04276 -0.03835 -0.308
I 3.35183 -1.70550 -0.09426 -0.078
H -0.29192 -0.34942 -0.16221 0.525
```

Computed properties:
Orbital gap   0.289 Ha
Structure (SMILES)   OP(I)I
Net charge   0


Stability check: which of them is least stable? one.